No. 1
The following is a quantum chemistry calculation of a structure of composition C32H32F4GaN7, from the OMol25 dataset.

The calculation puts the molecular weight at 660.37 g/mol. The HOMO-LUMO gap comes out at 6.732 eV. The total charge is +2. As for the calculated total energy: -107367.2418 eV. As for the relative energy (zero: lowest compared OMol25 entry of this formula, charge and spin): 57.8 kJ/mol. For the strongest force on any atom, the calculation gives 0.016 Eh/bohr.

Structure (XYZ):
```
76
Properties=species:S:1:pos:R:3:forces:R:3
Ga 0.58723 0.34706 0.45926 0.0 -0.1 0.2
C -1.99146 2.58396 -1.42964 0.0 0.0 0.2
C -2.08389 2.40406 0.08047 0.0 0.1 -0.2
N -1.66940 1.07480 0.59775 0.5 0.0 0.1
C -1.99153 1.05678 2.05175 0.0 -0.1 0.2
C -1.64357 -0.24078 2.78106 0.0 0.1 -0.1
C -2.38677 0.01824 -0.13955 -0.2 -0.3 -0.3
C -1.43243 -0.67696 -1.10812 -0.2 0.2 0.3
N -0.30953 -1.19098 -0.34332 0.6 0.4 0.3
C -0.42332 -2.42754 0.27754 0.2 -0.4 0.2
C 0.44615 -2.75354 1.32593 -0.1 0.1 -0.1
F 1.27250 -1.74581 1.76659 0.0 -0.2 0.1
C 0.51140 -3.96993 1.96409 -0.1 -0.1 -0.1
F 1.38633 -4.12194 2.95650 0.0 0.0 0.0
C -0.32007 -4.99496 1.57475 -0.1 -0.1 0.0
C -1.20638 -4.71975 0.55349 0.0 0.2 0.3
F -2.03396 -5.66542 0.13021 0.0 -0.1 -0.1
C -1.27820 -3.48339 -0.07218 -0.1 0.2 0.1
F -2.18084 -3.35342 -1.05703 0.0 -0.1 0.0
H -2.14448 3.63926 -1.65596 0.0 0.0 0.0
H -2.76197 2.02602 -1.95814 0.0 0.0 0.0
H -1.02422 2.28742 -1.83247 0.0 0.0 0.0
H -3.12492 2.56969 0.37753 0.0 0.0 0.1
H -1.49171 3.15834 0.59194 0.1 0.1 0.1
H -3.05971 1.25687 2.17747 0.0 0.1 0.0
H -1.45293 1.89164 2.50290 0.0 0.1 0.0
H -2.45694 -0.96332 2.75449 0.0 0.0 0.0
H -1.44296 -0.02524 3.83067 0.0 0.0 0.0
H -0.75909 -0.72409 2.36023 -0.2 -0.1 0.1
H -3.24179 0.42794 -0.67817 -0.1 0.0 0.2
H -2.76430 -0.72398 0.56271 0.0 0.0 0.0
H -1.04302 0.03926 -1.83658 -0.1 0.0 -0.1
H -1.96435 -1.45234 -1.64420 0.1 0.1 -0.1
H -0.28684 -5.96986 2.03960 0.0 0.0 0.0
N 1.41091 0.63716 2.46280 -0.1 0.1 -0.5
C 1.33831 2.02320 2.85508 -0.1 0.1 0.2
C 1.43325 2.47003 4.14273 0.0 -0.2 -0.1
C 1.38600 3.85305 4.41315 0.0 0.1 0.0
C 1.25049 4.76011 3.39902 0.0 0.0 0.2
C 1.14225 4.31934 2.06010 0.0 -0.1 -0.1
C 1.02345 5.18641 0.95283 0.0 -0.1 0.0
C 1.02059 4.66364 -0.31561 0.0 0.2 0.0
C 1.06140 3.27716 -0.48211 0.0 -0.1 0.1
N 1.09585 2.43036 0.53589 -0.3 -0.3 -0.6
C 1.17595 2.93259 1.79729 0.1 0.2 0.1
H 2.38184 0.37314 2.29206 0.0 0.0 0.1
H 1.08065 0.02235 3.19889 -0.1 -0.1 0.0
H 1.56729 1.76804 4.95782 0.0 0.0 0.0
H 1.47413 4.18916 5.43752 0.0 0.0 0.0
H 1.24683 5.82172 3.61093 0.0 0.0 0.0
H 0.95026 6.25474 1.11817 0.1 0.0 0.0
H 0.97398 5.30193 -1.18711 0.0 0.0 0.0
H 1.06784 2.84320 -1.47245 -0.1 0.0 -0.1
C 4.75571 0.42178 -0.84210 0.0 0.0 0.0
C 3.45520 0.80579 -0.58210 0.3 -0.1 -0.1
N 2.47673 -0.09797 -0.39618 -0.4 0.4 0.3
C 2.77421 -1.39771 -0.48550 -0.2 -0.2 -0.2
C 4.06159 -1.87502 -0.68356 0.3 0.2 0.0
C 5.07295 -0.92944 -0.85643 -0.2 -0.1 0.0
C 4.34327 -3.31824 -0.59560 -0.1 -0.1 0.0
C 3.55291 -4.28464 -1.05684 0.0 0.0 0.1
C 2.33577 -4.08928 -1.87205 -0.2 0.0 -0.2
C 2.30660 -3.25697 -2.98700 -0.1 -0.1 -0.1
C 1.12275 -3.22324 -3.70929 0.1 0.0 0.1
N 0.05621 -3.92950 -3.35504 -0.2 -0.1 0.0
C 0.18076 -4.68851 -2.27225 0.2 0.1 -0.2
N 1.26489 -4.80098 -1.51372 0.1 -0.2 0.1
H 5.51384 1.17386 -1.01235 0.0 0.0 0.0
H 3.19056 1.84891 -0.52224 0.0 0.0 0.0
H 1.94957 -2.09133 -0.40558 0.1 0.1 0.1
H 6.09413 -1.25698 -1.00922 0.0 0.0 0.0
H 5.24560 -3.57559 -0.05154 0.0 -0.1 0.0
H 3.77951 -5.32071 -0.83010 0.1 0.0 0.0
H 3.17481 -2.69398 -3.30152 0.0 0.0 0.0
H 1.02462 -2.62042 -4.60588 0.0 0.0 0.0
H -0.68029 -5.28166 -1.98254 0.0 0.0 -0.1
```
Positions in Å, forces in eV/Å.

These are the Mulliken partial charges, in e, on atoms 1 to 8:
1 Ga 0.51
2 C -1.29
3 C -0.60
4 N 0.29
5 C -0.82
6 C -0.97
7 C -0.99
8 C -1.03


No. 2
The following is a quantum chemistry calculation of a structure of composition C32H32FIrN5O4S2, from the OMol25 dataset.

The calculation puts the molecular weight at 825.99 g/mol. The multiplicity is 2. The HOMO-LUMO gap (alpha / beta) comes out at 4.875 / 4.830 eV. The total charge is +2. As for the calculated total energy: -76553.6151 eV. As for the relative energy (zero: lowest compared OMol25 entry of this formula, charge and spin): 365.8 kJ/mol. For the strongest force on any atom, the calculation gives 0.085 Eh/bohr.

Structure (XYZ):
```
77
Properties=species:S:1:pos:R:3:forces:R:3
Ir 2.05107 -1.02406 0.44648 1.5 2.0 -0.3
C 5.83167 -3.17896 -0.81902 0.2 0.1 0.2
C 4.84517 -2.05406 -0.91052 0.4 -0.3 -0.9
N 4.23187 -1.65386 0.17888 -4.2 0.2 1.2
N 4.68157 -2.12346 1.35018 1.2 -0.1 0.3
C 4.25107 -1.59526 2.44818 0.3 -0.4 -0.1
S 3.10227 -0.29386 2.55998 -1.5 -0.7 -2.4
S 4.83677 -2.16416 3.97918 0.2 0.2 0.2
C 5.38747 -3.87686 3.58098 -0.4 0.3 0.0
C 4.18497 -4.76346 3.66668 0.0 -0.3 0.0
C 3.30317 -4.85846 2.59158 0.2 -0.1 0.1
C 2.19097 -5.67296 2.66988 -0.1 0.0 0.2
C 1.94577 -6.39596 3.82898 0.0 0.0 0.0
C 2.81807 -6.30616 4.90358 -0.2 0.0 0.0
C 3.92387 -5.47986 4.83278 0.1 0.1 -0.4
C 4.58097 -1.45406 -2.18582 -1.0 0.1 0.5
C 5.53157 -1.56026 -3.21702 0.2 0.0 -0.7
C 5.27807 -1.11136 -4.49032 0.3 -0.2 0.5
C 4.02737 -0.56686 -4.80722 -0.2 0.1 0.3
C 3.09057 -0.40726 -3.83122 -0.2 0.2 0.3
C 3.32987 -0.78616 -2.47512 1.7 -0.7 -1.0
O 2.40597 -0.56546 -1.63482 -2.0 0.1 3.0
H 5.46657 -3.91826 -0.10692 0.0 0.1 0.0
H 6.80007 -2.83136 -0.45772 0.0 0.0 0.0
H 5.96167 -3.65806 -1.78382 0.0 0.1 0.0
H 6.12927 -4.11996 4.33898 0.1 0.1 -0.1
H 5.83427 -3.85216 2.59038 0.1 0.0 0.1
H 3.49057 -4.29706 1.68758 0.1 0.0 -0.1
H 1.51257 -5.73766 1.83388 -0.1 0.0 -0.1
H 1.06797 -7.01926 3.89548 -0.1 -0.1 0.0
H 2.63377 -6.87836 5.79908 0.0 0.0 0.1
H 4.59467 -5.40426 5.67468 0.1 0.0 0.1
H 6.50327 -1.98116 -3.00932 0.0 -0.1 0.1
H 6.03617 -1.18746 -5.25012 0.2 0.0 -0.1
H 3.81947 -0.25376 -5.81802 -0.1 0.0 -0.1
H 2.13067 0.03304 -4.04092 -0.2 0.1 0.0
C -5.13913 -0.53876 -1.73002 0.0 0.1 0.2
C -4.93883 -0.18816 -0.25972 -0.6 -0.1 -0.4
N -3.54413 0.09104 0.04488 0.4 -0.3 0.4
C -2.78263 -0.91976 0.49898 0.0 0.2 0.0
C -1.43823 -0.84796 0.73088 1.2 -0.2 0.0
C -0.77103 -2.11186 1.31278 -2.9 1.8 0.3
O -1.48833 -2.83186 1.97398 0.6 -0.3 -0.3
O 0.45007 -2.30296 1.03628 3.9 -0.2 -0.7
C -0.72543 0.36264 0.47258 -2.3 -0.7 -0.3
O 0.48587 0.58504 0.66858 2.4 -1.3 -0.2
C -1.56893 1.45344 -0.00662 0.2 0.0 0.1
C -0.95223 2.67834 -0.26732 -0.3 0.3 0.0
C -1.69733 3.78454 -0.56742 0.2 -0.3 0.1
F -1.04993 4.94544 -0.78472 -0.1 -0.1 0.1
C -3.10163 3.72104 -0.60082 0.1 -0.5 -0.1
C -3.70113 2.47444 -0.46162 0.1 0.0 0.0
C -2.96503 1.32244 -0.16042 0.6 0.4 0.1
N -3.93883 4.83604 -0.76192 -0.1 0.1 -0.1
C -3.38173 6.08854 -1.25142 0.2 0.0 -0.1
C -4.55463 7.03404 -1.56942 0.7 0.4 0.0
N -5.78723 6.21694 -1.67512 -0.3 0.0 -0.5
C -6.17313 5.67534 -0.34712 -0.1 -0.4 0.7
C -4.90013 5.09434 0.29938 0.0 0.1 0.2
H -6.17913 -0.80456 -1.89142 -0.1 0.0 -0.1
H -4.52453 -1.39146 -2.00332 0.1 -0.1 0.0
H -4.87893 0.29014 -2.38292 0.0 0.1 -0.1
H -5.25093 -1.02986 0.35898 0.1 0.1 0.1
H -5.54853 0.66884 0.02178 0.0 -0.1 0.1
H -3.28763 -1.85246 0.71408 0.0 0.0 0.0
H 0.12027 2.75214 -0.17832 0.1 0.1 0.0
H -4.77343 2.42174 -0.56042 -0.1 0.0 0.0
H -2.79843 5.88114 -2.15032 -0.1 0.1 0.1
H -2.71863 6.57124 -0.52262 -0.1 0.0 -0.1
H -4.37213 7.55724 -2.50772 -0.2 0.0 0.1
H -4.69513 7.77234 -0.77882 -0.2 -0.1 -0.1
H -5.55753 5.41624 -2.27872 -0.2 0.2 0.1
H -6.55503 6.74894 -2.09492 0.1 -0.1 0.0
H -6.93893 4.90974 -0.48982 0.1 0.2 -0.1
H -6.58093 6.48104 0.26508 -0.1 0.0 -0.2
H -5.12783 4.17714 0.84138 0.0 0.1 -0.1
H -4.48003 5.80654 1.02368 -0.1 -0.1 0.0
```
Positions in Å, forces in eV/Å.

These are the Mulliken partial charges, in e, on atoms 1 to 8:
1 Ir 2.27
2 C -1.32
3 C 0.85
4 N -0.38
5 N -0.41
6 C 0.53
7 S -0.25
8 S -0.07


No. 3
The following is a quantum chemistry calculation of a structure of composition C32H32N4O3P2TeV, from the OMol25 dataset.

The calculation puts the molecular weight at 761.12 g/mol. The multiplicity is 3. The HOMO-LUMO gap (alpha / beta) comes out at 7.867 / 5.621 eV. The total charge is +1. As for the calculated total energy: -97355.0855 eV. As for the relative energy (zero: lowest compared OMol25 entry of this formula, charge and spin): 52.1 kJ/mol. For the strongest force on any atom, the calculation gives 0.036 Eh/bohr.

Structure (XYZ):
```
75
Properties=species:S:1:pos:R:3:forces:R:3
V 1.79893 -0.21572 -1.52773 0.2 0.7 0.9
Te -2.90728 0.74299 -0.43903 0.3 -0.1 0.5
C -3.45847 -0.29840 1.33225 0.1 0.0 -0.2
C -3.58664 0.43429 2.50428 0.0 0.0 0.0
C -3.81710 -0.25674 3.68802 0.0 -0.1 0.0
N -3.91450 -1.58340 3.75702 0.0 0.1 -0.1
C -3.80883 -2.26803 2.61995 0.0 0.0 0.1
C -3.58680 -1.67561 1.38300 -0.1 0.0 0.0
C -0.89705 0.33209 -0.12396 -0.3 0.2 -0.6
P -0.06495 -1.22469 -0.45260 -0.8 -0.2 0.9
C 0.44895 -2.04349 1.08173 0.0 0.0 0.0
C 1.35588 -3.10494 0.96516 0.0 0.1 0.1
C 1.78617 -3.77193 2.10214 0.0 0.0 0.0
C 1.32926 -3.37534 3.35535 0.0 0.0 0.0
C 0.44419 -2.31401 3.47216 0.0 0.0 0.0
C 0.00221 -1.64541 2.33695 0.0 0.0 0.0
C -1.13380 -2.42030 -1.28773 0.0 0.1 -0.1
C -1.58640 -2.10229 -2.57024 0.0 0.0 0.0
C -2.38807 -2.99206 -3.26452 0.0 0.0 0.0
C -2.74797 -4.20162 -2.68338 0.0 0.0 0.0
C -2.30221 -4.52156 -1.40918 0.0 0.0 0.0
C -1.49093 -3.63722 -0.71210 0.0 0.0 0.0
P 0.36147 1.52917 -0.64880 -1.2 0.6 0.3
C 0.78524 2.44163 0.86930 0.1 0.0 0.0
C 1.82732 3.37070 0.82698 0.0 0.0 0.0
C 2.17058 4.09151 1.96034 0.0 0.0 0.0
C 1.47732 3.88676 3.14684 0.0 0.0 0.0
C 0.44110 2.96527 3.19735 0.0 0.0 0.0
C 0.09497 2.24067 2.06333 0.1 0.0 0.0
C -0.56716 2.71762 -1.66038 0.0 0.0 0.0
C -1.20840 3.82993 -1.11433 0.1 0.0 0.0
C -2.06367 4.58832 -1.89948 0.0 0.0 0.0
C -2.29054 4.23712 -3.22343 0.0 0.0 0.0
C -1.64216 3.14052 -3.77755 0.0 0.0 0.0
C -0.77908 2.38119 -3.00110 0.0 0.0 0.0
H -3.50532 1.51393 2.50561 0.0 0.0 0.0
H -3.92182 0.28090 4.62401 0.0 0.0 0.0
H -3.90562 -3.34543 2.70090 0.0 0.0 0.0
H -3.52173 -2.28167 0.49215 0.0 -0.1 -0.1
H 1.71094 -3.40534 -0.01505 0.0 0.0 0.0
H 2.47203 -4.60464 2.01213 0.0 0.0 0.0
H 1.65838 -3.90265 4.24136 0.0 0.0 0.0
H 0.08981 -2.00774 4.44813 0.0 0.0 0.0
H -0.69823 -0.82229 2.42649 0.0 0.0 0.0
H -1.28820 -1.16992 -3.02982 0.0 0.0 0.0
H -2.72580 -2.74664 -4.26289 0.0 0.0 0.0
H -3.37188 -4.89843 -3.22801 0.0 0.0 0.0
H -2.58506 -5.46267 -0.95492 0.0 0.0 0.0
H -1.13907 -3.89876 0.27785 0.0 0.0 0.0
H 2.35555 3.54735 -0.10528 0.0 0.0 0.0
H 2.97436 4.81544 1.92052 0.0 0.0 0.0
H 1.74480 4.45005 4.03152 0.0 0.0 0.0
H -0.10351 2.81199 4.12009 0.0 0.0 0.0
H -0.72008 1.52814 2.09851 0.0 0.0 0.0
H -1.04065 4.10126 -0.07917 0.0 0.0 0.0
H -2.56378 5.44766 -1.47193 0.0 0.0 0.0
H -2.97345 4.82189 -3.82609 0.0 0.0 0.0
H -1.80903 2.87674 -4.81371 0.0 0.0 0.0
H -0.26833 1.52509 -3.42818 0.0 0.0 0.0
N 2.92891 -0.16174 0.26669 0.6 -0.3 0.3
C 4.31208 -0.17181 -0.27719 0.0 0.3 0.0
C 4.47960 1.08813 -1.11806 -0.2 -0.1 0.0
N 3.32670 1.19278 -2.05669 0.6 -0.2 -0.2
H 2.81218 0.61886 0.90970 -0.1 0.0 0.0
H 2.75494 -1.00888 0.80547 0.0 0.0 0.0
H 4.42426 -1.06155 -0.89854 0.0 0.0 0.0
H 5.06899 -0.20141 0.50687 0.0 0.0 0.0
H 5.42721 1.06154 -1.65134 0.1 0.0 0.0
H 4.48309 1.95990 -0.46294 0.0 0.0 0.0
H 3.56593 0.69236 -2.92962 0.0 0.1 0.0
H 3.14760 2.15512 -2.31916 -0.1 0.0 0.1
O 2.00963 -2.00787 -2.09222 0.1 -0.6 -0.4
N 2.11272 -1.13505 -3.10654 1.1 0.1 -1.5
O 3.19482 -1.00929 -3.76139 -0.6 -0.2 0.2
O 1.00539 -0.46232 -3.36584 0.0 -0.3 -0.2
```
Positions in Å, forces in eV/Å.

These are the Mulliken partial charges, in e, on atoms 1 to 8:
1 V -0.23
2 Te 0.38
3 C 0.11
4 C -0.27
5 C -0.51
6 N -0.60
7 C -0.50
8 C -0.14